# 1
{
  "formula": "C27H21Cl3HgN8O3PS2",
  "method": "ωB97M-V with the def2-TZVPD basis set",
  "e_above_lowest_kcal_mol": 31.0,
  "total_charge": -2,
  "lumo_energy_ev": [4.008, 3.817],
  "multiplicity": 2,
  "homo_energy_ev": [-2.5, -2.5],
  "total_energy_ha": -4377.043719,
  "orbital_gap_ev": [6.47, 6.28],
  "s_squared": 0.76,
  "elements": ["Hg", "N", "C", "N", "C", "N", "C", "C", "N", "C", "C", "N", "H", "H", "H", "H", "H", "S", "C", "C", "C", "C", "N", "C", "C", "C", "S", "C", "N", "H", "H", "C", "O", "P", "O", "C", "O", "C", "H", "H", "H", "H", "H", "H", "H", "H", "H", "Cl", "C", "Cl", "Cl", "C", "N", "C", "C", "C", "C", "C", "C", "C", "C", "H", "H", "H", "H", "H"],
  "xyz": [[0.06190, 1.31289, 0.52034], [3.82240, 0.24075, -1.74930], [3.07987, 0.23777, -0.63536], [1.81563, 0.16294, -0.96244], [1.83339, 0.14707, -2.32111], [3.03938, 0.18746, -2.84621], [0.59654, 0.15991, -3.11599], [0.60108, 0.28348, -4.50351], [-0.52827, 0.33555, -5.20067], [-1.66013, 0.27980, -4.49780], [-1.66408, 0.15467, -3.11608], [-0.53400, 0.08348, -2.43053], [4.81894, 0.33261, -1.84320], [3.47072, 0.32465, 0.36623], [1.53683, 0.34487, -5.04545], [-2.59020, 0.33780, -5.05259], [-2.58136, 0.11546, -2.53746], [1.82731, 2.25297, 1.96755], [1.60796, 3.95521, 1.60380], [1.75478, 4.85460, 2.65752], [1.69254, 6.23544, 2.47819], [1.88054, 7.11246, 3.59469], [2.03671, 7.80297, 4.50365], [1.44670, 6.73077, 1.18592], [1.26759, 5.84412, 0.13400], [1.34452, 4.44439, 0.28790], [1.11050, 3.42629, -1.08574], [1.37457, 8.14451, 0.93679], [1.32604, 9.27519, 0.72584], [1.93425, 4.46245, 3.65015], [1.06755, 6.23233, -0.85547], [-5.05753, -2.53231, -0.20227], [-3.80104, -3.17608, -0.25577], [-2.49553, -2.15967, -0.07726], [-1.41926, -3.35952, -0.15699], [-0.21186, -3.20155, -0.90788], [-2.54233, -1.89635, 1.51623], [-2.36817, -2.97327, 2.44250], [-5.82410, -3.29227, -0.34508], [-5.15828, -1.78000, -0.99100], [-5.21970, -2.04389, 0.76348], [0.50282, -3.90116, -0.47741], [0.18229, -2.18670, -0.82043], [-0.39105, -3.43737, -1.96028], [-2.45319, -2.54320, 3.43758], [-1.38968, -3.43960, 2.31817], [-3.13995, -3.73153, 2.29682], [1.02221, -5.03145, 1.77042], [1.60975, -2.98911, 3.29756], [0.61138, -3.27797, 4.66675], [3.30090, -3.23536, 3.50345], [1.22665, -1.95129, 2.43319], [0.89676, -1.14453, 1.67647], [-1.98060, 1.49042, 0.15009], [-3.08625, 1.86652, -0.17081], [-4.39162, 2.31014, -0.56212], [-5.45406, 1.40289, -0.66834], [-6.71620, 1.83032, -1.05624], [-6.94572, 3.16977, -1.34538], [-5.89922, 4.07918, -1.24245], [-4.63526, 3.65832, -0.85602], [-5.27143, 0.36342, -0.43543], [-7.52496, 1.11217, -1.13125], [-7.93134, 3.50288, -1.64794], [-6.06899, 5.12645, -1.46540], [-3.81549, 4.36152, -0.77751]],
  "forces_ev_per_angstrom": [[-0.21, 0.55, 0.10], [0.13, 0.02, -0.04], [-0.02, -0.02, 0.06], [-0.08, -0.07, -0.13], [0.04, 0.03, 0.08], [0.04, 0.01, -0.03], [0.03, -0.02, -0.01], [-0.06, 0.00, -0.04], [0.01, 0.00, 0.06], [0.04, 0.00, -0.02], [-0.04, 0.00, 0.00], [-0.04, 0.01, 0.06], [-0.07, -0.02, 0.01], [-0.02, -0.01, -0.03], [-0.01, 0.00, 0.00], [0.02, 0.00, 0.01], [0.02, 0.00, -0.02], [0.08, -0.24, 0.18], [0.07, 0.04, -0.07], [0.02, 0.09, -0.06], [0.01, -0.06, -0.01], [-0.02, -0.05, -0.05], [0.01, 0.00, 0.00], [-0.03, -0.04, -0.07], [0.03, -0.06, 0.08], [-0.05, 0.15, 0.05], [0.06, 0.11, -0.08], [0.03, -0.07, 0.03], [-0.02, 0.00, -0.01], [0.00, 0.00, -0.01], [0.00, 0.01, 0.00], [0.01, -0.03, 0.04], [-0.09, -0.05, -0.01], [0.21, -0.13, -0.04], [-0.11, 0.02, -0.20], [0.10, 0.04, 0.05], [-0.05, 0.13, 0.03], [0.07, -0.04, 0.02], [-0.03, -0.03, -0.01], [0.00, 0.01, -0.04], [-0.01, 0.01, 0.02], [-0.04, 0.05, -0.03], [-0.03, 0.00, 0.00], [-0.03, 0.01, -0.02], [-0.01, 0.02, 0.03], [-0.04, 0.00, -0.01], [-0.02, -0.02, 0.01], [0.06, -0.10, 0.10], [0.06, 0.08, 0.02], [0.07, 0.00, 0.00], [-0.04, 0.01, 0.04], [-0.02, -0.25, 0.00], [-0.07, 0.11, 0.01], [0.17, -0.20, -0.06], [-0.20, 0.04, -0.01], [-0.04, -0.05, -0.01], [-0.03, 0.15, -0.01], [0.07, 0.00, 0.02], [0.03, -0.01, 0.01], [0.03, -0.03, 0.02], [-0.02, -0.06, -0.01], [0.02, -0.01, 0.02], [0.01, 0.01, 0.00], [0.01, 0.00, 0.00], [0.01, -0.02, 0.01], [-0.03, -0.02, 0.00]],
  "mulliken_charge": [1.493, 0.106, -0.541, 0.318, 0.034, -0.834, 0.406, -0.440, -0.689, -0.384, -0.289, 0.458, 0.184, 0.537, 0.473, 0.389, 0.204, -0.533, 0.256, -1.027, 0.483, -0.021, -0.608, 0.585, -0.901, 0.465, -0.536, -0.026, -0.606, 0.461, 0.463, -0.774, -0.429, 0.613, -0.426, -0.253, -0.217, -0.415, 0.327, 0.302, 0.290, 0.177, -0.064, 0.248, 0.236, 0.046, 0.242, -0.617, 0.174, -0.152, -0.179, -0.066, -0.127, -0.895, -0.229, 0.143, -0.345, -0.353, -0.364, -0.485, -0.385, 0.483, 0.381, 0.359, 0.358, 0.511]
}

# 2
{
  "formula": "C3H5NO",
  "method": "ωB97M-V with the def2-TZVPD basis set",
  "e_above_lowest_kcal_mol": 75.8,
  "total_charge": 0,
  "lumo_energy_ev": 0.573,
  "homo_energy_ev": -10.3,
  "total_energy_ha": -247.186439,
  "orbital_gap_ev": 10.85,
  "elements": ["C", "N", "C", "H", "H", "H", "C", "O", "H", "H"],
  "xyz": [[1.01943, -0.52870, 0.95923], [1.94741, -1.33867, 0.72991], [0.99754, -0.98808, -0.41007], [0.63083, 0.06333, 1.78065], [1.39396, -0.36414, -1.20876], [0.30095, -1.76441, -0.72273], [-1.57556, 1.22795, -0.27615], [-1.18224, 1.02916, -1.39806], [-1.84117, 0.41065, 0.42052], [-1.69116, 2.25291, 0.12547]],
  "forces_ev_per_angstrom": [[0.38, -0.29, 0.04], [-0.34, 0.36, 0.24], [-0.12, -0.04, -0.35], [0.11, -0.10, -0.07], [-0.06, -0.10, 0.14], [0.11, 0.12, 0.06], [0.17, 0.08, -0.50], [-0.28, 0.06, 0.66], [0.03, -0.05, -0.14], [0.01, -0.05, -0.06]],
  "mulliken_charge": [0.058, -0.457, -0.380, 0.293, 0.237, 0.248, -0.121, -0.384, 0.256, 0.249]
}

# 3
{
  "formula": "C13H30BCl8NO2P",
  "method": "ωB97M-V with the def2-TZVPD basis set",
  "total_charge": -1,
  "lumo_energy_ev": 2.307,
  "homo_energy_ev": -3.5,
  "total_energy_ha": -4766.408515,
  "orbital_gap_ev": 5.83,
  "elements": ["C", "C", "P", "C", "B", "C", "C", "C", "N", "O", "C", "C", "C", "O", "H", "H", "H", "H", "H", "H", "H", "H", "H", "H", "H", "H", "H", "H", "H", "H", "H", "H", "H", "H", "H", "H", "C", "Cl", "Cl", "H", "H", "C", "Cl", "Cl", "H", "H", "C", "Cl", "Cl", "H", "H", "C", "Cl", "Cl", "H", "H"],
  "xyz": [[0.28855, -1.77877, 1.20573], [1.45113, -0.88091, 0.76259], [1.25039, 0.09289, -0.80808], [1.39213, -1.25803, -2.06346], [-0.67149, 0.78086, -0.92886], [-0.71185, 2.31581, -0.41259], [0.11882, 3.24706, -1.30893], [-0.68284, 4.40954, -1.87322], [0.20830, 5.41568, -2.48310], [-1.03333, 0.73137, -2.41502], [-2.23490, 0.00386, -2.47939], [-2.12828, -0.93150, -1.29561], [-3.34829, -1.72490, -0.90182], [-1.71148, -0.05926, -0.27360], [-0.44395, -1.21089, 1.77858], [-0.25377, -2.17775, 0.34990], [0.63427, -2.60725, 1.83037], [2.34383, -1.49968, 0.60733], [1.70437, -0.18777, 1.57195], [1.19325, -0.79722, -3.03114], [0.69571, -2.09167, -1.91947], [2.41252, -1.65067, -2.07223], [-1.76586, 2.62475, -0.44555], [-0.41096, 2.39245, 0.63808], [0.99100, 3.64897, -0.78434], [0.51684, 2.67969, -2.15740], [-1.26568, 4.88860, -1.08172], [-1.38877, 3.99807, -2.60611], [-0.28561, 5.94164, -3.19462], [0.95748, 4.92612, -2.96168], [-2.34465, -0.50034, -3.44681], [-3.09944, 0.67343, -2.31935], [-1.31063, -1.62811, -1.55653], [-3.74872, -2.27782, -1.75592], [-3.07553, -2.44676, -0.13474], [-4.11403, -1.06595, -0.48595], [3.70106, 2.13331, 1.01549], [4.93460, 2.11111, 2.30898], [2.29300, 3.08936, 1.45001], [4.15344, 2.56511, 0.13212], [3.37518, 1.11769, 0.82261], [4.26234, 3.12314, 5.76073], [4.95416, 1.71812, 6.58491], [4.53556, 4.62554, 6.66034], [4.72948, 3.21179, 4.78918], [3.19443, 2.97187, 5.66726], [0.35410, -5.35787, -1.82855], [1.44838, -5.22300, -0.44689], [-1.14282, -4.44801, -1.60957], [0.86139, -4.95956, -2.69914], [0.10331, -6.40352, -1.95750], [-4.48366, -4.55360, 2.38530], [-3.22505, -4.77452, 1.16895], [-4.31760, -3.02825, 3.26451], [-5.44377, -4.54973, 1.88378], [-4.41608, -5.36453, 3.10016]],
  "forces_ev_per_angstrom": [[-0.05, 0.16, 0.12], [-0.10, -0.29, 0.04], [0.21, 0.34, -0.01], [0.02, -0.14, 0.05], [-0.37, 0.22, -0.31], [-0.01, -0.19, -0.03], [0.06, 0.14, 0.06], [0.06, -0.05, -0.15], [0.00, -0.05, -0.02], [0.03, -0.04, 0.33], [-0.02, 0.29, -0.01], [0.12, -0.15, -0.13], [0.01, 0.08, 0.11], [0.38, -0.08, -0.14], [-0.02, 0.03, -0.06], [0.07, -0.16, -0.02], [0.02, -0.06, -0.02], [0.03, 0.05, 0.01], [-0.02, 0.02, 0.00], [-0.08, -0.07, -0.04], [0.04, 0.06, -0.02], [0.00, -0.03, -0.01], [-0.01, -0.02, -0.01], [0.03, 0.08, 0.00], [-0.12, 0.01, 0.00], [0.00, 0.00, -0.01], [0.03, 0.02, 0.02], [-0.11, 0.01, 0.09], [0.01, 0.02, 0.02], [-0.01, 0.02, -0.01], [0.07, -0.03, -0.01], [-0.09, -0.09, -0.13], [-0.15, -0.02, 0.14], [-0.06, 0.04, -0.02], [-0.05, 0.03, 0.07], [-0.05, 0.00, -0.10], [-0.05, -0.06, -0.10], [0.05, -0.03, -0.04], [0.09, 0.03, 0.26], [0.02, 0.01, 0.01], [0.01, 0.00, -0.02], [-0.02, -0.01, -0.02], [0.00, 0.01, 0.01], [0.00, 0.00, 0.00], [-0.01, 0.03, 0.00], [0.00, 0.00, 0.00], [0.01, 0.02, -0.07], [-0.01, 0.02, 0.04], [-0.01, -0.07, 0.03], [0.01, 0.02, 0.01], [0.00, 0.00, -0.01], [-0.03, 0.00, 0.00], [0.03, -0.14, 0.08], [0.01, 0.00, 0.00], [0.00, 0.01, 0.00], [0.00, 0.00, 0.00]],
  "mulliken_charge": [-0.669, -0.621, 0.151, -1.053, 0.810, -0.778, 0.022, -0.641, -0.681, -0.580, -0.851, 2.078, -1.505, -0.679, 0.272, -0.196, 0.374, 0.463, 0.326, 0.313, -0.065, 0.483, 0.202, 0.234, 0.170, 0.170, 0.292, 0.280, 0.224, 0.237, 0.251, 0.260, -1.013, 0.319, 0.020, 0.429, 0.215, -0.230, -0.163, 0.349, -0.200, 0.034, -0.163, -0.172, 0.027, 0.257, -0.421, -0.159, -0.053, 0.282, 0.357, -0.347, -0.076, -0.150, 0.251, 0.313]
}

# 4
{
  "formula": "C29H26MoNOPS",
  "method": "ωB97M-V with the def2-TZVPD basis set",
  "e_above_lowest_kcal_mol": 7.6,
  "total_charge": 2,
  "lumo_energy_ev": [-7.520, -7.775],
  "homo_energy_ev": [-14.3, -14.5],
  "total_energy_ha": -2057.823858,
  "orbital_gap_ev": [6.74, 6.73],
  "elements": ["Mo", "O", "C", "C", "C", "C", "C", "C", "C", "P", "C", "C", "C", "C", "C", "C", "C", "C", "C", "C", "C", "C", "H", "H", "H", "H", "H", "H", "H", "H", "H", "H", "H", "H", "H", "H", "C", "S", "C", "H", "H", "H", "H", "H", "H", "C", "C", "C", "C", "C", "C", "C", "C", "N", "H", "H", "H", "H", "H", "H"],
  "xyz": [[-0.09733, -0.42269, -0.66748], [0.05013, 1.63050, 0.27462], [0.97593, 0.84933, 0.42756], [2.25181, 0.87148, 1.11863], [2.86408, 1.96954, 1.70731], [4.08916, 1.76641, 2.33106], [4.67206, 0.50381, 2.36372], [4.05723, -0.59663, 1.76772], [2.84521, -0.39682, 1.13437], [1.80821, -1.60139, 0.29346], [1.99652, -1.44959, -1.48712], [2.85803, -0.57173, -2.16241], [2.85157, -0.53754, -3.54510], [1.98404, -1.35592, -4.26915], [1.08151, -2.18314, -3.61691], [1.06383, -2.21105, -2.22672], [2.06559, -3.26925, 0.85601], [1.43184, -3.67090, 2.03442], [1.65732, -4.94543, 2.52609], [2.50151, -5.81267, 1.84317], [3.12811, -5.41342, 0.66942], [2.91511, -4.13896, 0.16973], [2.39769, 2.94529, 1.68504], [4.59215, 2.59750, 2.80608], [5.62129, 0.37205, 2.86576], [4.51564, -1.57627, 1.81006], [3.54719, 0.04799, -1.60170], [3.53367, 0.11998, -4.06696], [2.00764, -1.33576, -5.35069], [0.40227, -2.80673, -4.18316], [0.40124, -2.90692, -1.70274], [0.77187, -2.99617, 2.56795], [1.17439, -5.26410, 3.43948], [2.67261, -6.80853, 2.22924], [3.78526, -6.09342, 0.14508], [3.40775, -3.82855, -0.74376], [-2.28149, 0.45680, 2.07547], [-1.46087, -0.96936, 1.33744], [-2.86121, -2.05225, 1.00246], [-3.08931, 0.79815, 1.43331], [-1.54324, 1.24572, 2.19314], [-2.66495, 0.16231, 3.04964], [-3.31817, -2.31794, 1.95413], [-2.47639, -2.95509, 0.53166], [-3.59015, -1.57292, 0.35708], [-0.22254, 0.75732, -2.42518], [-1.65408, 0.51603, -2.23771], [-2.22107, -0.71707, -2.63445], [-3.54631, -1.00974, -2.37430], [-4.33008, -0.07975, -1.68938], [-3.78699, 1.12832, -1.25374], [-2.45471, 1.41090, -1.50164], [-5.69569, -0.39855, -1.37534], [-6.77326, -0.65518, -1.07361], [0.08820, 1.78765, -2.27464], [0.21304, 0.28240, -3.29888], [-1.62023, -1.40897, -3.21359], [-3.98463, -1.94025, -2.70858], [-4.41154, 1.84051, -0.73107], [-2.02969, 2.35039, -1.17340]],
  "forces_ev_per_angstrom": [[-0.11, -0.22, 0.52], [-0.04, -0.03, -0.10], [0.04, 0.09, 0.04], [-0.06, -0.03, -0.06], [0.04, -0.04, 0.01], [-0.02, 0.03, 0.00], [0.03, 0.00, 0.01], [-0.06, 0.00, -0.03], [0.10, 0.03, 0.05], [-0.10, 0.15, -0.10], [0.17, -0.08, -0.13], [0.02, -0.04, -0.02], [0.01, 0.00, 0.03], [-0.02, -0.02, -0.01], [0.02, 0.02, 0.00], [-0.01, 0.04, 0.04], [0.00, -0.06, -0.04], [-0.02, 0.00, 0.03], [0.01, -0.01, -0.01], [0.00, -0.01, 0.01], [-0.01, 0.01, 0.01], [0.02, -0.01, -0.02], [0.00, 0.00, 0.00], [0.00, 0.00, 0.00], [0.00, 0.00, 0.00], [0.00, 0.00, 0.00], [0.00, -0.01, 0.00], [0.00, 0.00, -0.01], [0.00, 0.00, 0.00], [0.00, 0.00, 0.00], [0.03, -0.02, -0.01], [0.01, 0.02, -0.02], [0.00, 0.00, 0.00], [0.00, 0.00, 0.00], [0.00, 0.00, 0.00], [-0.01, 0.02, 0.00], [0.00, 0.04, 0.00], [-0.09, -0.02, -0.01], [-0.05, -0.03, 0.03], [0.01, 0.00, -0.02], [-0.01, 0.00, 0.01], [0.01, -0.02, 0.00], [0.00, 0.01, 0.00], [0.01, 0.01, 0.00], [0.01, 0.02, 0.01], [0.02, 0.11, -0.09], [0.01, -0.05, 0.04], [0.04, 0.05, 0.02], [0.01, 0.04, -0.01], [-0.01, -0.04, 0.00], [0.06, -0.01, -0.03], [-0.05, -0.03, 0.00], [-0.02, 0.07, 0.01], [0.00, -0.04, 0.00], [0.04, 0.00, -0.08], [0.01, 0.06, -0.03], [-0.02, 0.00, -0.02], [-0.01, 0.00, 0.00], [-0.01, -0.01, 0.00], [0.00, 0.00, 0.00]],
  "mulliken_charge": [-0.530, -0.533, 1.349, -0.296, -0.633, -0.669, -0.660, -0.792, 0.564, 1.537, -0.050, -0.862, -0.782, -0.540, -0.885, 0.485, 0.593, -0.394, -0.819, -0.522, -0.743, -0.182, 0.588, 0.458, 0.467, 0.580, 0.514, 0.479, 0.439, 0.530, 0.452, 0.403, 0.437, 0.429, 0.442, 0.453, -1.091, 0.484, -0.891, 0.255, 0.313, 0.473, 0.476, 0.346, 0.084, -0.877, -0.127, 0.299, -0.899, 0.397, -0.826, -0.294, -0.056, -0.376, 0.431, 0.542, 0.434, 0.542, 0.586, 0.465]
}